DFT (wB97M-V/def2-TZVPD) results for a structure of composition C4H11N3 at a distorted geometry.

ORCA input file:
```
! RIJCOSX wB97M-V def2-TZVPD def2/J DEFGRID3
* xyz 0 1
C -0.99 -1.88 0.54
C -0.36 -1.25 -0.78
C 0.15 0.19 -0.77
N 1.69 2.68 -0.65
C 1.29 1.77 0.42
N 1.06 0.47 0.34
N -1.19 -0.89 1.62
H -1.95 -2.37 0.39
H -0.28 -2.62 0.95
H -1.24 -1.36 -1.40
H 0.37 -2.00 -1.16
H 0.60 0.32 -1.77
H -0.77 0.82 -0.88
H 0.55 2.46 -0.44
H 2.33 2.11 -1.19
H 1.41 2.29 1.38
H -0.53 -0.14 1.65
H -2.14 -0.59 1.78
*
```

Properties
HOMO: -8.324 eV

DFT (wB97M-V/def2-TZVPD) results for a structure of composition C24H35N2O6RuS2Si at a distorted geometry.

ORCA input file:
```
! RIJCOSX wB97M-V def2-TZVPD def2/J DEFGRID3
* xyz -2 2
Ru 0.03 -0.24 0.02
O -0.42 3.87 1.74
C -0.62 2.90 1.00
O 0.21 2.05 0.63
C -2.05 2.83 0.33
C -1.93 2.35 -1.12
C -3.18 2.79 -1.90
C -4.22 1.79 -1.35
C -3.35 0.97 -0.36
O -2.10 0.95 -1.03
C -3.06 1.81 0.90
C -2.54 0.88 2.06
O -3.18 0.95 3.11
O -1.59 0.11 1.82
H -2.46 3.85 0.40
H -0.97 2.58 -1.59
H -3.44 3.83 -1.71
H -3.02 2.65 -2.97
H -5.05 2.28 -0.85
H -4.61 1.15 -2.14
H -3.70 -0.04 -0.17
H -3.96 2.29 1.28
S -1.68 -2.23 -0.10
C -1.07 -3.54 -1.07
C -1.84 -4.70 -1.20
C -1.44 -5.75 -1.99
C -0.26 -5.66 -2.71
C 0.52 -4.53 -2.60
C 0.16 -3.46 -1.77
S 1.25 -2.12 -1.63
H -2.76 -4.76 -0.64
H -2.06 -6.64 -2.07
H 0.06 -6.47 -3.36
H 1.45 -4.45 -3.15
C 4.77 0.02 2.49
Si 3.42 0.22 1.11
C 4.25 -0.60 -0.42
C 3.41 2.13 0.86
C 1.80 -0.57 1.54
H 5.72 0.46 2.20
H 4.95 -1.03 2.73
H 4.45 0.51 3.40
H 5.13 -0.06 -0.78
H 3.54 -0.67 -1.24
H 4.56 -1.61 -0.19
H 4.20 2.47 0.19
H 3.53 2.64 1.81
H 2.45 2.44 0.45
H 1.25 -0.09 2.35
H 1.83 -1.66 1.68
C 2.92 1.82 -2.76
N 2.14 1.02 -3.67
C 2.88 0.45 -4.77
C 1.93 -0.12 -5.82
C 0.94 -1.02 -5.09
N 0.22 -0.23 -4.12
C -1.03 -0.81 -3.67
C 0.94 0.53 -3.23
O 0.47 0.92 -2.16
H 3.10 2.80 -3.19
H 3.87 1.34 -2.53
H 2.36 1.92 -1.83
H 3.54 -0.35 -4.41
H 3.50 1.24 -5.20
H 2.49 -0.68 -6.57
H 1.39 0.69 -6.32
H 1.46 -1.84 -4.59
H 0.21 -1.45 -5.79
H -1.79 -0.68 -4.44
H -1.35 -0.31 -2.75
H -0.90 -1.87 -3.46
*
```

Properties
Expectation value of S²: 0.858
HOMO (alpha / beta): -1.494 / -1.438 eV

DFT (wB97M-V/def2-TZVPD) results for a structure of composition C21H27BrN3O4RuSe2.

ORCA input file:
```
! RIJCOSX wB97M-V def2-TZVPD def2/J DEFGRID3
* xyz 1 5
Ru -1.06 1.61 -0.33
O -0.21 -0.24 2.15
C 0.81 0.22 2.93
C 1.02 -0.28 4.21
C 2.05 0.21 4.99
C 2.89 1.20 4.50
C 2.68 1.69 3.22
C 1.65 1.21 2.42
C 1.44 1.78 1.04
O 0.20 2.40 0.89
N 1.59 0.70 0.04
N 0.87 0.87 -1.12
C 1.38 0.38 -2.19
C 0.81 0.36 -3.52
Br -0.73 1.40 -3.91
C 1.35 -0.34 -4.53
C 2.59 -1.13 -4.46
C 2.57 -2.47 -4.85
C 3.73 -3.23 -4.81
C 4.93 -2.65 -4.39
C 4.96 -1.31 -4.03
C 3.80 -0.56 -4.06
H -0.79 -0.82 2.67
H 0.36 -1.05 4.59
H 2.20 -0.18 5.98
H 3.70 1.58 5.10
H 3.33 2.47 2.82
H 2.21 2.54 0.87
H 2.55 0.44 -0.12
H 2.34 -0.11 -2.11
H 0.83 -0.34 -5.48
H 1.65 -2.92 -5.18
H 3.71 -4.27 -5.10
H 5.83 -3.24 -4.37
H 5.89 -0.86 -3.73
H 3.83 0.50 -3.81
O -2.30 -1.69 3.12
C -3.67 -1.49 2.76
C -3.76 -0.47 1.62
C -5.25 -0.35 1.25
O -5.78 -1.55 0.74
C -2.95 -1.02 0.44
Se -2.84 0.15 -1.14
C -3.28 0.89 2.15
Se -3.06 2.29 0.80
H -2.24 -2.41 3.75
H -4.23 -1.12 3.62
H -4.11 -2.43 2.43
H -5.38 0.48 0.55
H -5.81 -0.10 2.16
H -5.96 -1.46 -0.20
H -3.44 -1.92 0.09
H -1.93 -1.26 0.72
H -2.33 0.82 2.67
H -4.03 1.29 2.84
N -1.16 3.69 -1.54
H -0.28 3.83 -2.03
H -1.26 4.46 -0.88
H -1.90 3.77 -2.23
*
```

Properties
Expectation value of S²: 6.025
HOMO (alpha / beta): -10.853 / -10.901 eV

DFT (wB97M-V/def2-TZVPD) results for a structure of composition C54H28F4IN9O5Ti at a distorted geometry.

ORCA input file:
```
! RIJCOSX wB97M-V def2-TZVPD def2/J DEFGRID3
* xyz -2 1
Ti 0.21 0.38 -0.66
O 3.20 3.11 -2.37
C 3.77 2.17 -3.13
C 4.55 2.61 -4.21
C 5.16 1.70 -5.04
C 5.03 0.33 -4.82
C 4.25 -0.11 -3.77
C 3.61 0.79 -2.91
C 2.71 0.29 -1.85
O 2.19 1.11 -0.98
N 2.41 -0.99 -1.86
N 1.53 -1.18 -0.77
C 1.88 -2.06 0.09
C 1.36 -2.11 1.44
C 1.81 -3.11 2.31
C 1.56 -3.02 3.66
C 0.89 -1.90 4.16
C 0.44 -0.90 3.32
C 0.64 -1.01 1.94
O 0.19 -0.07 1.14
H 2.68 2.66 -1.67
H 4.64 3.68 -4.36
H 5.76 2.06 -5.87
H 5.51 -0.38 -5.48
H 4.11 -1.17 -3.59
H 2.70 -2.72 -0.17
H 2.37 -3.94 1.90
H 1.90 -3.79 4.33
H 0.71 -1.81 5.22
H -0.09 -0.03 3.70
C -2.84 -1.25 -3.32
C -4.04 -0.91 -2.71
C -4.03 -0.49 -1.39
C -2.82 -0.40 -0.68
C -1.59 -0.64 -1.31
C -1.66 -1.09 -2.63
C -2.96 -0.11 0.78
C -3.47 1.16 1.19
C -3.62 1.42 2.51
C -3.32 0.40 3.45
C -3.46 0.57 4.85
C -3.19 -0.46 5.70
C -2.77 -1.71 5.20
C -2.61 -1.89 3.85
C -2.88 -0.84 2.94
N -2.68 -1.07 1.61
H -2.83 -1.59 -4.35
H -4.98 -0.98 -3.25
H -4.96 -0.25 -0.88
H -0.73 -1.29 -3.16
H -3.68 1.92 0.44
H -3.94 2.40 2.84
H -3.78 1.54 5.22
H -3.30 -0.32 6.77
H -2.56 -2.52 5.88
H -2.26 -2.83 3.44
F 1.28 3.03 2.17
C 0.73 3.91 3.01
C 1.44 4.24 4.15
F 2.63 3.62 4.30
C 0.99 5.14 5.12
C -0.27 5.67 4.81
C -0.99 5.33 3.68
F -2.19 5.91 3.53
C -0.53 4.43 2.72
C -1.30 4.05 1.53
C -0.93 3.02 0.70
N -0.69 2.16 -0.05
C -2.58 4.58 1.21
N -3.61 4.99 0.89
F -0.84 6.56 5.63
C 1.73 5.47 6.32
C 3.07 5.08 6.52
N 4.18 4.79 6.75
C 1.17 6.22 7.38
N 0.76 6.80 8.29
N -4.13 -5.42 -4.57
C -3.32 -5.07 -3.85
C -2.28 -4.64 -2.94
C -0.96 -4.62 -3.36
C 0.00 -4.21 -2.44
N -0.29 -3.85 -1.19
C -1.57 -3.85 -0.81
C -2.61 -4.25 -1.65
H -0.68 -4.89 -4.36
H 1.05 -4.16 -2.72
H -1.78 -3.49 0.19
H -3.63 -4.22 -1.31
I 2.32 0.39 -9.16
C 1.48 0.83 -7.30
C 0.90 2.07 -7.09
C 0.37 2.36 -5.84
C 0.43 1.42 -4.81
C 1.02 0.19 -5.04
C 1.55 -0.12 -6.29
C -0.16 1.81 -3.47
O -0.82 2.81 -3.35
O 0.11 0.98 -2.50
H 0.86 2.80 -7.88
H -0.10 3.31 -5.64
H 1.11 -0.52 -4.23
H 2.02 -1.07 -6.46
*
```

Properties
HOMO: -1.899 eV

DFT (wB97M-V/def2-TZVPD) results for a cluster of 12 separate species, C56H145N13O21 in total at a distorted geometry.

ORCA input file:
```
! RIJCOSX wB97M-V def2-TZVPD def2/J DEFGRID3
* xyz 0 1
C -0.45 1.09 -0.87
O -1.21 2.02 -0.70
N -0.46 -0.07 -0.25
N 0.53 1.05 -1.73
H -1.04 -0.04 0.58
H 0.17 -0.82 -0.46
H 0.75 1.81 -2.35
H 1.09 0.22 -1.84
C -4.35 3.27 -1.15
O -5.56 3.47 -1.07
N -3.86 2.39 -1.97
N -3.36 3.80 -0.56
H -4.48 1.83 -2.55
H -2.86 2.27 -1.98
H -3.52 4.48 0.17
H -2.42 3.70 -0.94
C -3.81 -8.28 8.06
O -4.01 -6.86 7.91
C -3.78 -6.18 9.19
C -4.25 -4.67 9.13
N -3.69 -3.98 7.90
C -4.41 -2.85 7.41
C -4.00 -2.66 5.89
O -4.33 -3.70 4.99
C -4.21 -3.31 3.65
H -3.14 -8.57 8.87
H -3.58 -8.76 7.11
H -4.76 -8.72 8.36
H -2.73 -6.33 9.46
H -4.36 -6.55 10.03
H -4.09 -4.01 9.98
H -5.32 -4.77 9.01
H -3.73 -4.71 7.21
H -4.27 -1.93 7.98
H -5.49 -3.04 7.42
H -2.94 -2.43 5.79
H -4.55 -1.74 5.66
H -3.18 -3.28 3.29
H -4.70 -2.40 3.33
H -4.59 -4.11 3.01
C 7.56 0.76 1.48
O 7.25 0.79 0.04
C 5.88 1.15 -0.24
C 5.76 1.36 -1.77
N 4.37 1.76 -2.14
C 4.19 3.26 -2.02
C 2.69 3.70 -2.06
O 1.84 3.25 -3.13
C 2.24 3.71 -4.42
H 7.19 -0.14 1.97
H 7.13 1.63 1.97
H 8.65 0.83 1.52
H 5.64 2.10 0.24
H 5.11 0.48 0.12
H 6.01 0.39 -2.20
H 6.47 2.03 -2.25
H 4.24 1.63 -3.13
H 4.77 3.86 -2.73
H 4.54 3.51 -1.02
H 2.65 4.79 -2.09
H 2.23 3.54 -1.08
H 3.29 3.46 -4.58
H 2.09 4.79 -4.46
H 1.71 3.32 -5.28
C 0.22 -0.76 -6.25
O 0.10 -1.96 -5.52
C -1.06 -2.10 -4.73
C -1.05 -3.38 -3.86
N -1.08 -4.67 -4.61
C -0.71 -5.75 -3.72
C -0.48 -7.11 -4.42
O 0.72 -7.06 -5.22
C 0.57 -7.48 -6.56
H 1.16 -0.75 -6.80
H 0.09 0.14 -5.66
H -0.58 -0.77 -7.00
H -1.86 -2.20 -5.47
H -1.13 -1.16 -4.19
H -1.94 -3.42 -3.24
H -0.20 -3.35 -3.18
H -0.52 -4.66 -5.44
H -1.50 -5.81 -2.97
H 0.24 -5.53 -3.23
H -1.29 -7.67 -4.88
H -0.02 -7.73 -3.65
H 1.44 -7.38 -7.22
H -0.13 -6.93 -7.18
H 0.38 -8.55 -6.71
C -3.05 11.52 -8.11
O -2.83 10.66 -7.03
C -2.01 11.34 -6.06
C -2.20 10.61 -4.68
N -1.82 9.18 -4.80
C -2.36 8.53 -3.56
C -1.74 7.15 -3.40
O -2.15 6.24 -4.40
C -1.85 4.92 -4.08
H -3.79 12.28 -7.89
H -3.49 10.99 -8.95
H -2.13 11.97 -8.48
H -2.32 12.38 -5.93
H -0.98 11.23 -6.39
H -3.20 10.60 -4.25
H -1.62 11.08 -3.89
H -2.26 8.85 -5.64
H -3.44 8.44 -3.67
H -2.20 9.18 -2.70
H -2.08 6.89 -2.39
H -0.66 7.26 -3.35
H -2.40 4.20 -4.68
H -2.15 4.69 -3.06
H -0.78 4.81 -4.25
C 0.97 -6.78 0.58
O 1.08 -5.79 1.52
C 1.61 -6.30 2.78
C 1.99 -5.08 3.57
N 3.03 -4.26 2.96
C 4.36 -4.84 3.17
C 5.35 -3.96 2.40
O 5.24 -3.89 1.03
C 5.51 -5.02 0.29
H 0.27 -6.57 -0.23
H 0.71 -7.78 0.93
H 1.90 -6.80 0.00
H 2.48 -6.96 2.84
H 0.79 -6.94 3.09
H 2.15 -5.21 4.64
H 1.05 -4.53 3.51
H 2.76 -4.22 1.99
H 4.47 -5.89 2.92
H 4.59 -4.76 4.24
H 6.34 -4.37 2.58
H 5.39 -2.93 2.73
H 4.71 -5.74 0.44
H 6.39 -5.56 0.65
H 5.67 -4.84 -0.77
C 2.46 2.40 3.16
O 1.54 3.49 3.03
C 0.72 3.27 1.82
C -0.51 4.19 1.70
N -0.17 5.63 1.52
C 0.33 5.81 0.14
C 0.47 7.20 -0.30
O -0.79 7.81 -0.17
C -0.61 9.27 -0.39
H 2.91 2.25 2.18
H 2.23 1.43 3.60
H 3.16 2.76 3.92
H 0.34 2.25 1.87
H 1.29 3.28 0.89
H -1.06 4.05 2.63
H -1.12 3.92 0.84
H -1.02 6.16 1.43
H -0.20 5.15 -0.55
H 1.39 5.54 0.17
H 0.82 7.18 -1.33
H 1.25 7.71 0.28
H -1.58 9.72 -0.56
H 0.15 9.58 -1.10
H -0.34 9.74 0.56
C -2.65 1.44 7.27
O -1.19 1.46 7.27
C -0.74 1.23 5.94
C -0.54 -0.21 5.61
N -0.28 -0.37 4.19
C 0.05 -1.81 3.91
C 0.93 -1.68 2.69
O 2.20 -1.01 2.85
C 2.99 -0.96 1.64
H -2.94 1.72 8.28
H -3.05 0.45 7.09
H -3.12 2.18 6.62
H 0.25 1.67 5.84
H -1.35 1.66 5.14
H -1.43 -0.72 6.00
H 0.27 -0.63 6.21
H 0.57 0.15 4.05
H -0.86 -2.35 3.66
H 0.59 -2.36 4.69
H 0.35 -1.16 1.93
H 1.11 -2.67 2.27
H 3.26 -1.96 1.29
H 3.93 -0.41 1.74
H 2.39 -0.41 0.91
C -1.21 -3.48 0.09
O -2.58 -3.70 0.69
C -3.61 -3.46 -0.31
C -3.83 -1.99 -0.56
N -4.17 -1.31 0.70
C -4.55 0.08 0.49
C -5.35 0.78 1.67
O -4.57 0.88 2.85
C -3.81 2.11 2.94
H -0.97 -2.53 -0.39
H -1.00 -4.22 -0.68
H -0.53 -3.78 0.89
H -4.62 -3.76 -0.04
H -3.36 -4.01 -1.22
H -4.56 -1.86 -1.36
H -2.87 -1.64 -0.93
H -3.33 -1.32 1.26
H -5.22 0.07 -0.37
H -3.64 0.64 0.28
H -6.19 0.17 1.98
H -5.76 1.76 1.41
H -4.45 2.99 2.92
H -3.09 2.24 2.13
H -3.37 2.03 3.94
C 3.18 -5.06 -3.07
O 2.20 -4.33 -2.32
C 2.63 -3.55 -1.19
C 3.47 -2.30 -1.59
N 2.70 -1.19 -2.12
C 2.18 -1.35 -3.49
C 3.24 -1.28 -4.58
O 3.54 0.10 -4.86
C 4.74 0.34 -5.50
H 2.78 -5.68 -3.86
H 3.85 -5.71 -2.50
H 3.76 -4.34 -3.66
H 3.06 -4.29 -0.50
H 1.72 -3.18 -0.72
H 4.20 -2.49 -2.37
H 3.94 -1.96 -0.67
H 3.19 -0.31 -2.00
H 1.52 -0.49 -3.48
H 1.54 -2.23 -3.43
H 2.80 -1.72 -5.47
H 4.08 -1.86 -4.19
H 5.56 0.04 -4.85
H 4.86 1.40 -5.76
H 4.83 -0.28 -6.39
O -2.08 -0.20 2.14
H -1.52 -0.34 2.90
H -2.96 -0.06 2.50
*
```

Properties
HOMO: -8.085 eV
SMILES string: COCCNCCOC.COCCNCCOC.COCCNCCOC.COCCNCCOC.COCCNCCOC.COCCNCCOC.COCCNCCOC.COCCNCCOC.COCCNCCOC.NC(N)=O.NC(N)=O.O

DFT (wB97M-V/def2-TZVPD) results for a structure of composition C6H6OS at a distorted geometry.

ORCA input file:
```
! RIJCOSX wB97M-V def2-TZVPD def2/J DEFGRID3
* xyz 0 1
C 1.03 1.56 -1.32
C 0.58 0.36 -0.74
C 0.65 -1.02 -0.50
C -0.46 -1.49 0.49
C -0.56 -0.22 1.42
C -0.78 0.54 -0.04
H 1.79 1.50 -2.42
H 1.29 -1.93 -0.67
H -0.11 -2.41 1.08
H 0.31 0.03 1.90
H -1.45 -0.35 2.04
H -1.12 1.53 -0.11
O 0.78 2.69 -0.66
S -1.95 -0.78 -0.48
*
```

Properties
HOMO: -8.922 eV